Here is a cluster of 11 separate species, C48H123N13O11 in total in a non-equilibrium geometry from OMol25. Energies are from ωB97M-V with the def2-TZVPD basis set.

Last columns: bonded neighbours and bond lengths (Å).
Atoms and positions in Å:
1 C -5.341 5.518 -0.147  C2 1.546, H12 1.101, H13 1.092, H14 1.086
2 C -5.580 4.025 -0.473  C1 1.546, C3 1.527, C4 1.531, N10 1.451
3 C -6.408 4.023 -1.755  C2 1.527, H15 1.085, H16 1.094, H17 1.095
4 C -4.247 3.331 -0.767  C2 1.531, C5 1.537, H18 1.097, H19 1.097
5 C -3.362 2.821 0.380  C4 1.537, C6 1.535, H20 1.087, H21 1.090
6 C -4.295 2.030 1.308  C5 1.535, C7 1.529, H22 1.095, H23 1.093
7 C -5.548 2.796 1.733  C6 1.529, C8 1.533, C9 1.533, N10 1.464
8 C -6.405 1.724 2.418  C7 1.533, H24 1.088, H25 1.090, H26 1.095
9 C -5.213 3.923 2.717  C7 1.533, H27 1.097, H28 1.096, H29 1.082
10 N -6.264 3.237 0.534  C2 1.451, C7 1.464, O11 1.406
11 O -7.589 3.645 0.768  N10 1.406, H30 0.970
12 H -6.299 6.059 -0.106  C1 1.101
13 H -5.016 5.667 0.885  C1 1.092
14 H -4.675 6.078 -0.796  C1 1.086
15 H -7.445 4.323 -1.646  C3 1.085
16 H -5.917 4.694 -2.466  C3 1.094
17 H -6.380 3.034 -2.222  C3 1.095
18 H -4.515 2.512 -1.446  C4 1.097
19 H -3.608 3.961 -1.399  C4 1.097
20 H -2.649 2.145 -0.086  C5 1.087
21 H -2.889 3.623 0.946  C5 1.090
22 H -3.843 1.704 2.251  C6 1.095
23 H -4.580 1.134 0.751  C6 1.093
24 H -6.452 0.791 1.860  C8 1.088
25 H -7.441 2.010 2.599  C8 1.090
26 H -5.937 1.534 3.389  C8 1.095
27 H -4.909 3.475 3.671  C9 1.097
28 H -6.148 4.423 2.992  C9 1.096
29 H -4.434 4.612 2.419  C9 1.082
30 H -7.533 4.554 1.102  O11 0.970
31 C 1.974 -3.995 2.962  C32 1.536, H42 1.096, H43 1.090, H44 1.090
32 C 2.933 -2.951 3.553  C31 1.536, C33 1.517, C34 1.509, N40 1.474
33 C 4.152 -3.650 4.125  C32 1.517, H45 1.098, H46 1.099, H47 1.087
34 C 3.306 -1.921 2.515  C32 1.509, C35 1.548, H48 1.097, H49 1.092
35 C 3.779 -0.547 3.045  C34 1.548, C36 1.539, H50 1.094, H51 1.092
36 C 2.778 -0.002 4.080  C35 1.539, C37 1.524, H52 1.101, H53 1.088
37 C 2.400 -1.007 5.161  C36 1.524, C38 1.540, C39 1.544, N40 1.463
38 C 3.569 -1.012 6.163  C37 1.540, H54 1.090, H55 1.092, H56 1.099
39 C 1.079 -0.497 5.777  C37 1.544, H57 1.086, H58 1.092, H59 1.090
40 N 2.094 -2.317 4.586  C32 1.474, C37 1.463, O41 1.409
41 O 1.708 -3.231 5.585  N40 1.409, H60 0.963
42 H 2.376 -4.428 2.040  C31 1.096
43 H 1.802 -4.820 3.653  C31 1.090
44 H 0.998 -3.553 2.763  C31 1.090
45 H 4.778 -4.071 3.327  C33 1.098
46 H 4.870 -2.945 4.565  C33 1.099
47 H 3.990 -4.413 4.883  C33 1.087
48 H 4.200 -2.335 2.031  C34 1.097
49 H 2.587 -1.824 1.699  C34 1.092
50 H 4.824 -0.662 3.347  C35 1.094
51 H 3.804 0.073 2.147  C35 1.092
52 H 1.944 0.071 3.366  C36 1.101
53 H 3.208 0.937 4.422  C36 1.088
54 H 4.532 -0.743 5.731  C38 1.090
55 H 3.625 -1.943 6.732  C38 1.092
56 H 3.430 -0.266 6.957  C38 1.099
57 H 0.667 -1.127 6.560  C39 1.086
58 H 0.419 -0.467 4.908  C39 1.092
59 H 1.291 0.506 6.147  C39 1.090
60 H 0.773 -3.049 5.725  O41 0.963
61 C -1.423 -0.167 1.316  O62 1.407, H67 1.086, H68 1.095, H69 1.098
62 O -1.483 -0.738 0.031  C61 1.407, C63 1.408
63 C -0.838 -0.066 -1.024  O62 1.408, C64 1.509, H70 1.096, H71 1.101
64 C 0.580 -0.531 -1.250  C63 1.509, C65 1.522, N66 1.471, H72 1.099
65 C 1.216 0.373 -2.297  C64 1.522, H73 1.090, H74 1.088, H75 1.093
66 N 0.539 -1.923 -1.722  C64 1.471, H76 1.014, H77 1.017
67 H -2.366 -0.388 1.808  C61 1.086
68 H -1.287 0.919 1.282  C61 1.095
69 H -0.520 -0.534 1.821  C61 1.098
70 H -1.455 -0.252 -1.911  C63 1.096
71 H -0.924 1.021 -0.876  C63 1.101
72 H 1.139 -0.508 -0.305  C64 1.099
73 H 0.559 0.581 -3.141  C65 1.090
74 H 2.189 0.038 -2.650  C65 1.088
75 H 1.355 1.334 -1.795  C65 1.093
76 H -0.182 -2.472 -1.265  N66 1.014
77 H 1.417 -2.365 -1.462  N66 1.017
78 C 4.350 -7.105 -5.165  O79 1.426, H84 1.089, H85 1.096, H86 1.088
79 O 4.188 -6.849 -3.771  C78 1.426, C80 1.428
80 C 2.838 -7.065 -3.358  O79 1.428, C81 1.522, H87 1.093, H88 1.100
81 C 2.697 -6.878 -1.854  C80 1.522, C82 1.509, N83 1.480, H89 1.101
82 C 1.905 -7.980 -1.192  C81 1.509, H90 1.090, H91 1.099, H92 1.087
83 N 2.079 -5.560 -1.589  C81 1.480, H93 1.018, H94 1.016
84 H 3.787 -6.430 -5.808  C78 1.089
85 H 4.024 -8.138 -5.338  C78 1.096
86 H 5.425 -7.092 -5.334  C78 1.088
87 H 2.165 -6.407 -3.914  C80 1.093
88 H 2.577 -8.105 -3.603  C80 1.100
89 H 3.730 -6.888 -1.476  C81 1.101
90 H 2.404 -8.941 -1.316  C82 1.090
91 H 0.969 -8.134 -1.747  C82 1.099
92 H 1.594 -7.716 -0.185  C82 1.087
93 H 2.770 -4.834 -1.770  N83 1.018
94 H 1.866 -5.503 -0.598  N83 1.016
95 C -2.138 -3.543 3.742  O96 1.413, H101 1.094, H102 1.097, H103 1.091
96 O -2.841 -2.783 4.704  C95 1.413, C97 1.411
97 C -4.187 -2.471 4.418  O96 1.411, C98 1.510, H104 1.101, H105 1.098
98 C -4.722 -1.725 5.617  C97 1.510, C99 1.533, N100 1.497, H106 1.096
99 C -6.167 -1.246 5.438  C98 1.533, H107 1.093, H108 1.093, H109 1.088
100 N -3.869 -0.520 5.867  C98 1.497, H110 1.021, H111 1.017
101 H -2.808 -4.196 3.173  C95 1.094
102 H -1.509 -4.294 4.235  C95 1.097
103 H -1.479 -2.888 3.171  C95 1.091
104 H -4.293 -1.837 3.524  C97 1.101
105 H -4.786 -3.367 4.208  C97 1.098
106 H -4.689 -2.351 6.516  C98 1.096
107 H -6.351 -0.819 4.450  C99 1.093
108 H -6.298 -0.373 6.082  C99 1.093
109 H -6.885 -2.019 5.705  C99 1.088
110 H -2.919 -0.891 5.830  N100 1.021
111 H -3.990 -0.299 6.852  N100 1.017
112 C -2.053 -1.404 -6.743  O113 1.418, H118 1.098, H119 1.094, H120 1.086
113 O -2.899 -0.436 -6.144  C112 1.418, C114 1.400
114 C -3.003 -0.624 -4.760  O113 1.400, C115 1.505, H121 1.106, H122 1.104
115 C -3.929 0.360 -4.098  C114 1.505, C116 1.515, N117 1.488, H123 1.093
116 C -3.601 1.824 -4.306  C115 1.515, H124 1.095, H125 1.090, H126 1.092
117 N -3.989 0.102 -2.633  C115 1.488, H127 1.018, H128 1.019
118 H -2.507 -2.398 -6.636  C112 1.098
119 H -1.077 -1.378 -6.251  C112 1.094
120 H -1.987 -1.203 -7.808  C112 1.086
121 H -3.412 -1.635 -4.578  C114 1.106
122 H -2.025 -0.643 -4.248  C114 1.104
123 H -4.982 0.230 -4.361  C115 1.093
124 H -2.608 2.114 -3.947  C116 1.095
125 H -4.330 2.433 -3.771  C116 1.090
126 H -3.633 2.066 -5.370  C116 1.092
127 H -4.208 -0.881 -2.488  N117 1.018
128 H -3.051 0.202 -2.247  N117 1.019
129 C -0.657 2.433 3.618  O130 1.413, H135 1.094, H136 1.093, H137 1.093
130 O -1.018 3.711 3.134  C129 1.413, C131 1.422
131 C -1.575 4.545 4.142  O130 1.422, C132 1.523, H138 1.100, H139 1.097
132 C -0.518 5.254 4.978  C131 1.523, C133 1.531, N134 1.469, H140 1.100
133 C -1.093 6.402 5.812  C132 1.531, H141 1.099, H142 1.089, H143 1.084
134 N 0.665 5.697 4.228  C132 1.469, H144 1.021, H145 1.025
135 H 0.163 2.418 4.342  C129 1.094
136 H -0.192 1.920 2.772  C129 1.093
137 H -1.577 1.891 3.851  C129 1.093
138 H -2.153 5.311 3.605  C131 1.100
139 H -2.304 3.942 4.698  C131 1.097
140 H -0.125 4.510 5.687  C132 1.100
141 H -1.778 6.941 5.143  C133 1.099
142 H -0.329 7.153 6.007  C133 1.089
143 H -1.554 6.033 6.721  C133 1.084
144 H 0.925 4.934 3.601  N134 1.021
145 H 0.354 6.385 3.535  N134 1.025
146 C -0.187 1.140 -8.303  O147 1.409, H152 1.099, H153 1.090, H154 1.093
147 O 0.990 1.845 -7.979  C146 1.409, C148 1.418
148 C 1.953 1.065 -7.289  O147 1.418, C149 1.536, H155 1.096, H156 1.093
149 C 2.538 1.941 -6.172  C148 1.536, C150 1.501, N151 1.498, H157 1.096
150 C 1.469 2.566 -5.323  C149 1.501, H158 1.090, H159 1.094, H160 1.092
151 N 3.408 3.005 -6.768  C149 1.498, H161 1.015, H162 1.021
152 H 0.075 0.138 -8.670  C146 1.099
153 H -0.652 1.645 -9.149  C146 1.090
154 H -0.888 1.016 -7.472  C146 1.093
155 H 1.495 0.184 -6.824  C148 1.096
156 H 2.727 0.771 -8.003  C148 1.093
157 H 3.247 1.309 -5.626  C149 1.096
158 H 1.931 3.049 -4.463  C150 1.090
159 H 0.674 1.916 -4.945  C150 1.094
160 H 0.897 3.276 -5.924  C150 1.092
161 H 4.221 2.560 -7.183  N151 1.015
162 H 2.875 3.324 -7.578  N151 1.021
163 C 7.058 3.504 0.959  O164 1.410, H169 1.082, H170 1.097, H171 1.102
164 O 5.740 3.113 1.272  C163 1.410, C165 1.391
165 C 4.890 2.957 0.183  O164 1.391, C166 1.525, H172 1.102, H173 1.108
166 C 3.513 3.553 0.460  C165 1.525, C167 1.531, N168 1.469, H174 1.104
167 C 2.851 3.093 1.761  C166 1.531, H175 1.087, H176 1.098, H177 1.085
168 N 2.581 3.672 -0.669  C166 1.469, H178 1.018, H179 1.014
169 H 7.511 3.916 1.851  C163 1.082
170 H 7.109 4.187 0.102  C163 1.097
171 H 7.604 2.628 0.574  C163 1.102
172 H 5.265 3.463 -0.721  C165 1.102
173 H 4.794 1.902 -0.145  C165 1.108
174 H 3.775 4.614 0.612  C166 1.104
175 H 3.564 3.283 2.560  C167 1.087
176 H 2.845 2.000 1.654  C167 1.098
177 H 1.867 3.551 1.776  C167 1.085
178 H 3.177 3.811 -1.483  N168 1.018
179 H 2.062 2.816 -0.834  N168 1.014
180 N 2.809 -3.698 -5.153  C181 1.373, H184 1.010, H185 0.998
181 C 1.955 -2.726 -5.612  N180 1.373, N182 1.369, O183 1.225
182 N 1.622 -1.861 -4.604  C181 1.369, H186 1.001, H187 1.003
183 O 1.562 -2.640 -6.769  C181 1.225
184 H 2.976 -3.666 -4.157  N180 1.010
185 H 3.246 -4.320 -5.799  N180 0.998
186 H 0.937 -1.147 -4.753  N182 1.001
187 H 2.248 -1.750 -3.828  N182 1.003
188 N 5.979 -2.684 -1.582  C189 1.379, H192 1.002, H193 1.003
189 C 5.099 -3.590 -2.133  N188 1.379, N190 1.355, O191 1.235
190 N 5.613 -4.800 -2.465  C189 1.355, H194 1.004, H195 1.023
191 O 3.912 -3.311 -2.327  C189 1.235
192 H 5.640 -1.745 -1.497  N188 1.002
193 H 6.938 -2.938 -1.732  N188 1.003
194 H 6.598 -4.972 -2.381  N190 1.004
195 H 5.030 -5.474 -2.968  N190 1.023

Computed properties:
Kohn-Sham gap	8.1438	eV
lowest unoccupied orbital energy	0.044	eV
SMILES	CC1(C)CCCC(C)(C)N1O.CC1(C)CCCC(C)(C)N1O.COC[C@H](C)N.COC[C@H](C)N.COC[C@H](C)N.COC[C@H](C)N.COC[C@H](C)N.COC[C@H](C)N.COC[C@H](C)N.NC(N)=O.NC(N)=O
ΔE to the lowest compared entry with this formula, charge and spin	0.0	kcal/mol